Density functional theory data (ωB97M-V/def2-TZVPD) for a structure of composition C51H151AgO25 in a non-equilibrium geometry.

Last column: Löwdin spin population.
Cartesian coordinates (Å):
Ag  8.02  -18.44  -14.07  0.47
O  14.47  -22.85  -8.56  0.00
O  4.57  -20.07  -10.14  0.00
O  10.12  -17.69  -14.55  0.01
O  11.94  -24.27  -7.70  0.00
O  7.28  -21.16  -6.15  0.00
O  13.12  -16.10  -18.87  0.00
O  12.61  -17.48  -13.13  0.00
O  6.51  -22.60  -14.63  0.01
O  6.40  -21.26  -11.64  0.00
O  9.37  -18.15  -18.69  0.00
O  4.16  -21.17  -15.85  0.00
O  10.29  -16.24  -11.06  0.00
O  5.15  -18.52  -13.86  0.00
O  10.43  -26.28  -18.18  0.00
O  7.93  -17.42  -11.98  0.03
O  7.73  -18.76  -16.40  0.02
O  16.79  -22.69  -16.74  0.00
O  12.73  -14.72  -12.20  0.00
O  4.92  -18.82  -16.86  0.00
O  5.49  -23.96  -12.13  0.00
O  7.99  -20.40  -13.66  0.39
O  9.70  -26.47  -14.76  0.00
O  10.76  -16.47  -16.83  0.00
O  5.84  -17.59  -10.27  0.00
O  7.24  -15.92  -14.58  0.01
C  10.64  -26.24  -8.38  0.00
C  5.71  -17.23  -8.94  0.00
C  4.77  -19.47  -19.16  0.00
C  5.29  -17.04  -18.49  0.00
C  6.14  -24.92  -11.37  0.00
C  12.16  -24.84  -18.73  0.00
C  10.87  -25.45  -19.26  0.00
C  7.06  -23.49  -15.69  0.00
C  13.86  -22.75  -10.88  0.00
C  10.90  -26.33  -12.68  0.00
C  11.31  -14.17  -13.99  0.00
C  13.72  -19.64  -13.28  0.00
C  10.08  -23.88  -9.29  0.00
C  10.04  -19.39  -18.96  0.00
C  9.75  -20.15  -11.90  0.00
C  9.27  -20.29  -19.92  0.00
C  6.00  -24.54  -9.88  0.00
C  8.68  -20.16  -7.89  0.00
C  1.89  -21.39  -16.32  0.00
C  14.62  -17.57  -14.27  0.00
C  9.67  -21.74  -6.12  0.00
C  7.02  -22.71  -16.94  0.00
C  10.60  -16.59  -9.70  0.00
C  11.58  -24.94  -14.71  0.00
C  15.40  -23.04  -16.83  0.00
C  12.64  -13.80  -13.33  0.00
C  14.93  -23.68  -15.51  0.00
C  13.17  -20.94  -9.30  0.00
C  6.37  -15.89  -8.87  0.00
C  4.54  -18.33  -18.20  0.00
C  10.68  -24.75  -8.12  0.00
C  14.24  -21.99  -9.69  0.00
C  12.66  -12.40  -12.78  0.00
C  6.19  -24.73  -15.77  0.00
C  2.78  -21.66  -13.95  0.00
C  10.40  -20.06  -17.63  0.00
C  4.20  -17.13  -8.58  0.00
C  10.44  -25.60  -13.94  0.00
C  15.10  -16.94  -19.74  0.00
C  13.78  -18.33  -18.10  0.00
C  10.65  -15.42  -8.81  0.00
C  14.25  -16.90  -18.54  0.00
C  10.23  -21.26  -14.11  0.00
C  13.89  -18.12  -13.10  0.00
C  9.22  -20.95  -13.04  0.03
C  11.87  -17.44  -9.75  0.00
C  2.88  -20.92  -15.30  0.00
C  9.84  -24.39  -19.54  0.00
C  14.58  -21.92  -17.28  0.00
C  7.57  -25.01  -11.79  0.00
C  8.40  -21.33  -6.98  0.00
H  3.46  -18.10  -18.15  0.00
H  9.64  -21.76  -14.89  0.00
H  10.08  -20.91  -5.54  0.00
H  10.55  -23.96  -10.28  0.00
H  5.22  -20.73  -10.54  0.00
H  5.81  -19.79  -19.16  0.00
H  10.72  -26.87  -7.49  0.00
H  14.45  -17.00  -20.65  0.00
H  14.67  -16.49  -14.12  0.00
H  11.36  -15.15  -14.47  0.00
H  14.68  -20.16  -13.20  0.00
H  4.55  -19.17  -13.44  0.00
H  5.38  -18.43  -10.43  0.00
H  6.10  -25.30  -14.84  0.00
H  13.47  -18.90  -18.99  0.00
H  9.52  -20.38  -8.56  0.00
H  5.04  -24.06  -9.64  0.00
H  1.77  -21.58  -13.55  0.00
H  12.97  -18.34  -17.35  0.00
H  9.63  -26.44  -8.73  0.00
H  7.16  -15.49  -13.71  0.00
H  13.35  -15.24  -19.25  0.00
H  12.36  -25.70  -14.87  0.00
H  8.07  -23.80  -15.40  0.00
H  4.08  -16.61  -7.64  0.00
H  12.45  -24.06  -19.46  0.00
H  10.42  -17.42  -15.43  0.00
H  5.93  -15.09  -9.50  0.00
H  7.39  -20.46  -5.51  0.00
H  12.16  -24.71  -6.87  0.00
H  8.82  -17.13  -11.76  0.00
H  5.17  -16.21  -17.79  0.00
H  9.73  -14.84  -8.86  0.00
H  14.10  -17.83  -15.20  0.00
H  10.48  -20.26  -14.49  0.00
H  6.79  -23.86  -9.59  0.00
H  10.96  -19.12  -19.53  0.00
H  3.57  -18.04  -8.55  0.00
H  8.21  -25.63  -11.17  0.00
H  10.27  -26.68  -15.51  0.00
H  10.17  -19.18  -12.20  0.00
H  2.97  -22.74  -14.05  0.00
H  15.82  -16.15  -19.87  0.00
H  14.70  -22.92  -14.74  0.00
H  10.50  -22.11  -6.73  0.00
H  11.05  -15.85  -11.53  0.00
H  14.66  -18.85  -17.72  0.00
H  5.92  -23.92  -13.00  0.00
H  10.03  -26.64  -12.10  0.00
H  8.08  -18.20  -17.10  0.00
H  13.57  -22.29  -17.50  0.00
H  8.96  -19.29  -7.28  0.00
H  12.41  -21.50  -8.71  0.00
H  0.86  -21.16  -16.07  0.00
H  7.58  -21.78  -16.86  0.00
H  9.68  -23.84  -18.61  0.00
H  11.97  -24.10  -14.13  0.00
H  10.87  -17.56  -13.96  0.00
H  11.24  -19.72  -17.05  0.00
H  14.81  -16.44  -17.73  0.00
H  14.91  -21.55  -18.26  0.00
H  6.31  -15.62  -7.82  0.00
H  11.26  -24.56  -15.68  0.00
H  4.99  -16.60  -19.47  0.00
H  7.70  -25.36  -12.83  0.00
H  12.80  -23.05  -10.77  0.00
H  8.76  -19.78  -20.75  0.00
H  5.98  -22.45  -17.23  0.00
H  17.08  -22.49  -17.64  0.00
H  8.52  -20.89  -19.40  0.00
H  13.01  -25.48  -18.51  0.00
H  7.44  -15.99  -9.07  0.00
H  9.10  -19.97  -11.03  0.00
H  4.21  -20.39  -9.31  0.00
H  9.49  -20.12  -17.01  0.00
H  4.91  -18.45  -14.81  0.00
H  11.04  -26.10  -20.15  0.00
H  15.29  -23.90  -17.54  0.00
H  12.67  -11.68  -13.60  0.00
H  11.04  -13.45  -14.77  0.00
H  13.51  -14.53  -11.67  0.00
H  2.09  -21.04  -17.33  0.00
H  6.67  -20.80  -12.48  0.00
H  13.08  -20.15  -12.57  0.00
H  11.53  -25.68  -12.08  0.00
H  11.80  -18.39  -10.28  0.00
H  10.72  -15.73  -7.76  0.00
H  9.08  -17.76  -19.53  0.00
H  10.63  -20.69  -11.54  0.00
H  9.58  -26.69  -18.40  0.00
H  4.57  -19.14  -20.19  0.00
H  6.54  -25.42  -16.53  0.00
H  13.48  -14.04  -14.01  0.00
H  1.96  -22.48  -16.34  0.00
H  7.82  -19.88  -8.51  0.00
H  14.51  -21.10  -16.57  0.00
H  13.97  -22.22  -11.82  0.00
H  11.54  -27.18  -12.93  0.00
H  13.34  -19.89  -14.27  0.00
H  3.49  -21.25  -13.23  0.00
H  14.32  -17.94  -12.11  0.00
H  5.67  -25.90  -11.51  0.00
H  15.64  -17.87  -19.69  0.00
H  11.29  -26.60  -9.15  0.00
H  6.11  -25.41  -9.23  0.00
H  2.87  -19.83  -15.10  0.00
H  10.34  -16.89  -17.59  0.00
H  7.37  -17.59  -11.15  0.00
H  15.57  -24.46  -15.07  0.00
H  12.16  -17.56  -8.72  0.00
H  9.94  -24.60  -7.32  0.00
H  8.92  -21.95  -12.66  0.02
H  11.12  -21.84  -13.87  0.00
H  8.87  -24.78  -19.89  0.00
H  10.24  -23.67  -20.26  0.00
H  9.72  -17.15  -9.34  0.00
H  11.75  -12.27  -12.17  0.00
H  9.46  -22.53  -5.39  0.00
H  13.48  -20.05  -8.74  0.00
H  6.18  -22.18  -11.89  0.00
H  6.75  -18.91  -16.50  0.00
H  4.11  -20.34  -18.99  0.00
H  4.69  -21.68  -15.23  0.00
H  13.50  -12.21  -12.12  0.00
H  6.34  -17.89  -8.33  0.00
H  8.15  -15.77  -14.88  0.00
H  10.09  -22.83  -9.02  0.00
H  7.14  -21.87  -14.59  0.00
H  15.63  -17.96  -14.24  0.00
H  11.86  -24.31  -17.81  0.00
H  9.66  -24.90  -13.63  0.00
H  10.56  -21.13  -17.83  0.00
H  6.37  -17.15  -18.67  0.00
H  14.48  -23.66  -11.01  0.00
H  4.58  -19.75  -16.76  0.00
H  15.17  -21.48  -9.93  0.00
H  10.00  -21.01  -20.28  0.00
H  3.77  -16.43  -9.29  0.00
H  8.19  -22.20  -7.62  0.00
H  13.67  -23.26  -8.18  0.00
H  11.50  -14.75  -9.02  0.00
H  7.47  -23.28  -17.75  0.00
H  12.61  -16.84  -10.25  0.00
H  12.58  -20.60  -10.17  0.00
H  10.48  -14.18  -13.28  0.00
H  12.85  -16.60  -12.80  0.00
H  9.00  -24.11  -9.40  0.00
H  13.96  -24.14  -15.76  0.00
H  5.17  -24.44  -16.07  0.00
H  8.02  -24.01  -11.75  0.00
H  11.50  -15.97  -17.17  0.00

The spin multiplicity is 2. Its net charge is +1. The value obtained for the HOMO-LUMO gap (spin up / spin down) is 9.79 / 7.36 eV. The expectation value of S² is 0.75. The HOMO energy (spin up / spin down) comes out at -11.35 / -11.35 eV.